12
Properties=species:S:1:pos:R:3 method="wB97M-V/def2-TZVPD" total_charge=+1 energy_ev=-37630.960 homo_energy_ev=-12.88 relative_energy_kcal_mol=60.31
C -0.47 -1.13 -1.07
C 0.16 0.86 0.26
N 0.44 -0.39 -0.39
N -1.72 -0.75 -0.97
S -2.20 0.68 -0.12
S 0.59 2.29 -0.66
S 2.16 -0.77 -0.28
H 0.00 -1.97 -1.54
H -0.05 0.95 1.27
H -2.45 -1.53 -1.12
H 0.39 3.09 0.39
H 2.26 0.19 0.71

---

12
Properties=species:S:1:pos:R:3 method="wB97M-V/def2-TZVPD" smiles="C1=NN=C2NN=C[C@@H]12" energy_ev=-10169.808 homo_energy_ev=-9.19 relative_energy_kcal_mol=69.88
C -1.43 -0.33 -0.36
C -0.31 0.26 0.53
C 0.50 -0.20 1.72
C 0.76 0.20 -0.57
H 0.62 0.06 -2.72
H -2.43 -0.58 -0.02
H -0.63 1.27 0.81
H 0.23 -0.42 2.75
N 0.19 0.24 -1.80
N -1.13 -0.23 -1.61
N 1.70 -0.23 1.32
N 1.93 -0.04 -0.05

---

48
Properties=species:S:1:pos:R:3 method="wB97M-V/def2-TZVPD" multiplicity=2 s_squared=0.774 total_charge=+1 energy_ev=-85585.729 homo_energy_ev="-10.77 / -10.77" relative_energy_kcal_mol=6.50
Co -0.17 -0.14 -0.92
O 5.57 -0.16 3.91
N 5.41 -0.10 2.71
O 6.30 0.00 1.90
C 4.01 -0.12 2.20
C 3.06 -0.20 3.16
C 1.67 -0.22 2.81
C 0.64 -0.31 3.76
C -0.66 -0.33 3.33
C -0.92 -0.27 1.95
N 0.04 -0.21 1.04
C 1.32 -0.17 1.47
C 2.34 -0.08 0.46
N 1.88 -0.02 -0.82
C 2.75 0.03 -1.81
C 4.12 0.05 -1.58
C 4.61 0.00 -0.30
C 3.70 -0.06 0.79
H 3.36 -0.23 4.20
H 0.87 -0.35 4.82
H -1.49 -0.38 4.02
H -1.94 -0.29 1.58
H 2.33 0.05 -2.81
H 4.80 0.09 -2.42
H 5.67 0.02 -0.11
S -0.38 -0.40 -3.15
C -1.49 -1.61 -2.57
C -2.25 -2.52 -3.30
C -3.05 -3.41 -2.62
C -3.08 -3.40 -1.23
C -2.30 -2.48 -0.56
N -1.54 -1.60 -1.22
H -2.21 -2.50 -4.38
H -3.65 -4.12 -3.17
H -3.69 -4.10 -0.67
H -2.28 -2.43 0.52
N -6.19 1.90 -0.66
C -5.07 2.13 -0.74
C -3.66 2.39 -0.84
C -3.17 3.68 -0.98
C -1.79 3.85 -1.07
C -0.98 2.73 -1.01
N -1.45 1.49 -0.87
C -2.77 1.32 -0.80
H -3.84 4.52 -1.02
H -1.36 4.83 -1.19
H 0.10 2.83 -1.08
H -3.14 0.31 -0.72

---

24
Properties=species:S:1:pos:R:3 method="wB97M-V/def2-TZVPD" smiles="C=CCCCCC.O" energy_ev=-9563.587 homo_energy_ev=-9.29 relative_energy_kcal_mol=61.89
C 0.70 -2.22 1.35
C 1.03 -0.86 0.68
C 0.09 -0.77 -0.55
C -1.37 -0.71 -0.18
C -1.58 0.57 0.69
C -1.19 1.81 -0.07
C -1.42 2.03 -1.35
H 1.56 -2.60 2.00
H -0.11 -2.06 2.17
H 0.37 -2.87 0.60
H 2.06 -1.01 0.22
H 1.11 0.14 1.34
H 0.23 -1.61 -1.24
H 0.47 -0.03 -1.20
H -2.10 -0.55 -1.05
H -1.56 -1.67 0.36
H -2.64 0.76 0.71
H -1.02 0.40 1.53
H -0.63 2.43 0.47
H -1.77 1.35 -2.03
H -1.18 2.97 -1.85
H 3.00 1.69 -1.60
H 3.18 1.05 -0.29
O 2.75 1.76 -0.70

---

114
Properties=species:S:1:pos:R:3 method="wB97M-V/def2-TZVPD" total_charge=+1 energy_ev=-223874.071 homo_energy_ev=-10.59
C 6.38 -0.70 2.52
C 6.32 -2.31 2.55
Br 6.42 -2.83 4.49
C 4.87 -2.89 2.01
Br 3.62 -2.72 3.58
N 4.36 -2.15 0.80
C 3.57 -3.05 -0.10
F 4.54 -3.79 -0.87
F 2.83 -4.03 0.62
C 2.62 -2.29 -1.15
C 3.03 -0.76 -1.44
Si 1.87 0.56 -0.67
C 2.98 1.71 0.41
C 1.10 1.70 -2.03
C 0.50 -0.12 0.47
C -0.90 0.60 0.37
C -2.10 0.16 1.26
C -2.00 -1.03 2.26
C -0.60 -1.74 2.36
C 0.63 -1.28 1.49
H 6.35 -0.33 1.44
H 7.29 -0.32 3.09
H 5.44 -0.33 3.08
H 7.20 -2.84 2.05
H 5.05 -4.01 1.83
H 3.84 -1.31 1.12
H 5.21 -1.86 0.25
H 2.74 -2.85 -2.15
H 1.51 -2.43 -0.87
H 4.12 -0.50 -1.17
H 2.96 -0.62 -2.58
H 2.35 2.57 0.87
H 3.89 2.11 -0.16
H 3.31 1.07 1.32
H 1.90 2.24 -2.66
H 0.32 1.15 -2.68
H 0.54 2.53 -1.47
H -1.09 1.48 -0.33
H -3.12 0.70 1.23
H -2.88 -1.39 2.91
H -0.40 -2.62 3.06
H 1.62 -1.84 1.60
F -5.02 0.99 1.14
C -5.67 -0.14 0.82
C -6.34 -0.23 -0.39
C -7.00 -1.41 -0.72
C -7.00 -2.48 0.17
C -6.34 -2.38 1.39
C -5.66 -1.21 1.71
H -6.33 0.62 -1.06
H -7.52 -1.49 -1.67
H -7.52 -3.39 -0.09
H -6.34 -3.21 2.08
H -5.13 -1.11 2.65
F 0.11 -1.54 -3.39
C -1.20 -1.74 -3.64
C -2.14 -1.32 -2.70
C -3.49 -1.52 -2.96
C -3.89 -2.14 -4.14
C -2.94 -2.55 -5.07
C -1.59 -2.35 -4.82
H -1.81 -0.85 -1.79
H -4.23 -1.20 -2.24
H -4.95 -2.30 -4.34
H -3.26 -3.04 -5.99
H -0.84 -2.65 -5.54
F 0.92 4.65 -2.15
C 1.61 5.58 -2.83
C 0.97 6.74 -3.25
C 1.68 7.70 -3.94
C 3.03 7.50 -4.22
C 3.67 6.34 -3.79
C 2.95 5.38 -3.09
H -0.09 6.87 -3.03
H 1.19 8.61 -4.27
H 3.59 8.25 -4.77
H 4.72 6.18 -4.01
H 3.43 4.47 -2.74
F -2.98 7.31 3.15
C -2.83 5.98 3.07
C -3.88 5.20 2.60
C -3.72 3.82 2.52
C -2.52 3.23 2.92
C -1.48 4.02 3.40
C -1.63 5.40 3.47
H -4.80 5.67 2.30
H -4.53 3.20 2.15
H -2.40 2.16 2.86
H -0.55 3.56 3.71
H -0.83 6.04 3.83
F -7.92 -3.21 -4.73
C -7.77 -3.08 -6.06
C -8.77 -2.45 -6.80
C -8.62 -2.30 -8.17
C -7.48 -2.80 -8.80
C -6.49 -3.44 -8.05
C -6.63 -3.57 -6.68
H -9.65 -2.07 -6.29
H -9.38 -1.81 -8.75
H -7.36 -2.69 -9.87
H -5.60 -3.83 -8.54
H -5.87 -4.05 -6.08
F 9.11 0.33 9.49
C 8.47 -0.81 9.20
C 7.79 -0.92 8.00
C 7.13 -2.11 7.70
C 7.16 -3.17 8.60
C 7.85 -3.05 9.80
C 8.51 -1.86 10.10
H 7.77 -0.08 7.31
H 6.59 -2.21 6.76
H 6.64 -4.10 8.36
H 7.87 -3.87 10.51
H 9.06 -1.75 11.03

---

94
Properties=species:S:1:pos:R:3 method="wB97M-V/def2-TZVPD" energy_ev=-99639.076 homo_energy_ev=-7.79 relative_energy_kcal_mol=720.54
C -0.05 4.93 2.29
C -0.70 4.86 3.59
O -0.58 3.52 3.95
C 0.06 2.80 3.06
O 0.39 1.64 3.12
O 0.43 3.60 2.06
H 0.75 5.67 2.37
H -0.84 5.12 1.56
H -1.73 5.17 3.45
H -0.26 5.56 4.30
C -1.87 2.15 -1.99
C -2.01 0.66 -1.77
O -2.10 0.12 -3.10
C -1.53 1.01 -3.94
O -1.27 0.83 -5.14
O -1.27 2.16 -3.29
H -1.17 2.68 -1.34
H -2.83 2.67 -1.95
H -2.77 0.29 -1.08
H -1.12 0.42 -1.19
C 0.51 1.30 -0.13
C 0.51 0.47 1.10
O -0.31 -0.65 0.76
C -0.41 -0.72 -0.58
O -0.99 -1.60 -1.22
O 0.19 0.35 -1.12
H 1.53 1.69 -0.18
H -0.29 2.03 -0.10
H 0.16 0.96 2.01
H 1.47 -0.01 1.29
C -0.77 -3.79 -2.00
C 0.38 -2.92 -2.34
C 1.20 -2.63 -1.12
C 1.90 -3.73 -0.45
N 2.45 -4.53 0.12
H -0.34 -4.69 -1.58
H -1.34 -4.02 -2.90
H -1.40 -3.26 -1.28
H -0.05 -1.94 -2.57
H 1.03 -3.33 -3.11
H 0.60 -2.16 -0.34
H 1.85 -1.81 -1.43
C 2.74 -1.50 1.22
C 1.47 -2.38 1.49
C 1.36 -2.73 2.97
C 2.36 -3.75 3.37
N 3.09 -4.55 3.68
H 2.73 -0.59 1.81
H 2.63 -1.31 0.15
H 3.73 -1.94 1.29
H 1.43 -3.24 0.82
H 0.59 -1.84 1.15
H 0.39 -3.09 3.31
H 1.59 -1.86 3.58
C -3.37 -4.62 -0.03
S -3.44 -3.23 -1.29
O -4.91 -2.90 -1.57
C -2.70 -1.85 -0.33
H -2.30 -4.81 0.01
H -3.81 -5.46 -0.57
H -3.89 -4.27 0.86
H -1.74 -2.27 -0.05
H -3.33 -1.62 0.53
H -2.69 -0.94 -0.93
C 4.66 3.69 -2.94
S 3.95 3.51 -1.24
O 2.82 4.51 -1.25
C 3.15 1.85 -1.42
H 5.56 3.12 -3.17
H 4.83 4.69 -3.35
H 3.86 3.31 -3.57
H 3.78 1.08 -1.86
H 2.26 2.12 -1.98
H 2.70 1.54 -0.48
C -1.34 -2.03 1.86
S -1.72 -3.84 1.65
O -0.37 -4.52 1.54
C -2.05 -4.12 3.41
H -2.19 -1.51 2.32
H -1.22 -1.49 0.92
H -0.54 -1.88 2.58
H -2.30 -5.14 3.73
H -2.90 -3.55 3.77
H -1.23 -3.90 4.09
C -0.98 5.30 -1.35
S -0.03 4.08 -0.33
O -1.02 2.96 0.01
C 1.04 3.39 -1.69
H -0.55 6.30 -1.25
H -1.98 5.45 -0.95
H -1.11 5.05 -2.40
H 0.40 3.24 -2.56
H 1.49 2.45 -1.39
H 1.70 4.21 -1.98

---

13
Properties=species:S:1:pos:R:3 method="wB97M-V/def2-TZVPD" energy_ev=-7794.952 homo_energy_ev=-8.05 relative_energy_kcal_mol=108.20
C 1.54 0.85 0.08
C 0.53 0.16 -0.81
C -0.66 -1.51 0.25
N -1.49 -0.56 0.74
C -1.78 0.58 0.57
O -0.47 0.81 -1.16
H 2.29 1.30 -0.59
H 1.02 1.68 0.59
H 2.06 0.22 0.81
H 0.88 -0.70 -1.40
H -1.03 -1.89 -0.71
H -0.33 -2.27 0.95
H -2.56 1.31 0.68

---

16
Properties=species:S:1:pos:R:3 method="wB97M-V/def2-TZVPD" energy_ev=-10232.366 homo_energy_ev="-7.75 / -7.75" relative_energy_kcal_mol=135.51
C -0.19 1.40 -0.90
C 0.99 -1.01 0.58
C -0.34 -0.10 -0.77
N -1.84 0.32 1.39
C 2.30 -1.11 0.43
N -0.01 -1.06 1.38
N -1.02 -0.52 0.68
N -0.46 -0.94 -1.71
H -1.52 0.50 2.34
H -2.81 0.02 1.34
H -0.36 -0.51 -2.63
H 0.11 1.86 0.04
H -1.14 1.83 -1.22
H 0.57 1.63 -1.66
H 2.99 -0.79 1.19
H 2.71 -1.53 -0.48

---

108
Properties=species:S:1:pos:R:3 method="wB97M-V/def2-TZVPD" total_charge=+2 energy_ev=-180006.666 homo_energy_ev=-12.53 relative_energy_kcal_mol=8.11
Y -0.48 0.12 0.01
N -0.37 -0.79 -2.28
C -1.61 -0.73 -3.07
C -2.66 -1.53 -2.34
N -2.87 -1.03 -0.97
C -3.25 -2.14 -0.07
C -2.98 -1.84 1.39
N -1.55 -1.53 1.55
C -3.90 0.04 -0.96
C -3.54 1.22 -0.10
N -2.31 1.86 -0.61
H -0.14 -1.78 -2.07
H 0.41 -0.39 -2.80
H -1.91 0.31 -3.19
H -1.47 -1.15 -4.07
H -3.60 -1.54 -2.91
H -2.31 -2.56 -2.28
H -4.30 -2.42 -0.20
H -2.65 -3.01 -0.35
H -3.57 -0.99 1.74
H -3.28 -2.70 1.99
H -1.34 -1.31 2.52
H -1.02 -2.38 1.35
H -4.04 0.39 -1.99
H -4.87 -0.37 -0.64
H -4.37 1.93 -0.07
H -3.35 0.92 0.93
H -2.47 2.12 -1.58
H -2.17 2.73 -0.11
C -3.52 1.66 5.58
As -3.35 1.13 3.71
C -5.22 0.63 3.40
C -3.32 2.90 2.87
C -4.47 3.68 2.82
C -4.48 4.91 2.17
C -3.33 5.37 1.56
C -2.17 4.61 1.61
C -2.15 3.38 2.27
As -0.50 2.32 2.25
C 0.81 3.70 1.83
C -0.11 2.11 4.15
H -4.33 2.39 5.68
H -2.59 2.10 5.94
H -3.75 0.78 6.18
H -5.90 1.32 3.89
H -5.37 -0.36 3.81
H -5.45 0.62 2.33
H -5.38 3.34 3.30
H -5.39 5.50 2.15
H -3.33 6.33 1.05
H -1.27 5.00 1.15
H 0.82 3.94 0.77
H 1.80 3.30 2.09
H 0.62 4.60 2.41
H -0.47 2.99 4.68
H 0.97 2.04 4.26
H -0.57 1.21 4.54
C 4.94 -1.20 -1.48
C 5.05 0.10 -2.27
N 5.50 1.22 -1.46
C 6.89 1.19 -0.97
C 6.97 1.01 0.53
C 4.83 2.37 -1.29
O 5.32 3.38 -0.81
C 3.35 2.45 -1.61
C 2.88 3.58 -2.25
C 1.51 3.75 -2.38
C 0.67 2.81 -1.81
N 1.11 1.73 -1.15
C 2.44 1.54 -1.10
H 4.65 -2.02 -2.14
H 4.21 -1.11 -0.67
H 5.89 -1.47 -1.03
H 4.09 0.36 -2.72
H 5.75 -0.03 -3.09
H 7.37 2.13 -1.27
H 7.39 0.38 -1.49
H 6.49 1.85 1.04
H 8.02 0.99 0.85
H 6.50 0.08 0.85
H 3.58 4.32 -2.61
H 1.09 4.60 -2.89
H -0.41 2.95 -1.86
H 2.78 0.66 -0.58
C 1.61 -3.51 -2.27
C 2.24 -4.89 -2.56
N 1.42 -5.94 -1.97
C 0.12 -5.96 -2.64
C -0.52 -4.55 -2.56
N 0.27 -3.68 -1.67
C 0.42 -4.35 -0.37
C 1.23 -5.66 -0.55
H 1.51 -2.91 -3.18
H 2.22 -2.94 -1.56
H 3.25 -4.96 -2.15
H 2.31 -5.08 -3.64
H -0.50 -6.71 -2.14
H 0.26 -6.28 -3.67
H -1.54 -4.61 -2.17
H -0.57 -4.08 -3.54
H -0.58 -4.56 0.01
H 0.92 -3.67 0.32
H 0.72 -6.51 -0.08
H 2.22 -5.58 -0.08
I 2.70 0.23 2.17
C 1.45 -1.05 0.92
H 1.24 -1.86 1.62
H 2.16 -1.47 0.21